(1)
Here is a structure of composition C3H5BaO3 in a non-equilibrium geometry from the Open Molecules 2025 dataset. Energies are from ωB97M-V/def2-TZVPD.

```
! wB97M-V def2-TZVPD RIJCOSX def2/J DEFGRID3
* xyz 2 2
O -0.2646 0.5952 0.7780
Ba -1.7587 -1.9180 0.5513
C 0.1293 0.3531 -1.5578
H 0.6797 -0.6108 -1.6750
O -1.0555 -1.0885 -1.5166
C 0.2497 0.3585 2.0274
H -0.5043 1.5059 -1.2148
H -0.0080 -1.1857 3.1167
H 0.5913 0.8683 -2.4199
C 0.5041 0.9335 -0.2626
O -0.1300 -0.8765 2.2019
H 1.5670 1.0650 -0.0286
*
```

Calculated values
Energy above the lowest of the compared OMol25 structures with the same formula, charge and spin ... 801.52 kJ/mol
LUMO (spin up / spin down) ... -9.72 / -10.02 eV
<S²> ... 0.808

These are the Löwdin partial charges, in e, on atoms 1 to 5: -0.14, 2.09, -0.09, 0.16, -0.62

(2)
Here is an isolated molecule of C8H12O3 in a non-equilibrium geometry from the Open Molecules 2025 dataset. Energies are from ωB97M-V/def2-TZVPD.

```
! wB97M-V def2-TZVPD RIJCOSX def2/J DEFGRID3
* xyz 0 1
O 2.7778 0.4321 0.3960
H 1.8716 1.9121 -0.7284
H -0.2401 -2.2302 -1.0522
C -0.7562 1.4370 -0.0832
H -0.0422 -2.1900 0.7135
H -0.5339 2.2358 -0.7756
H -1.3304 1.8842 0.7746
H -2.7440 0.6641 -0.6832
C 0.8329 -0.5312 -0.3525
H 2.0459 2.1853 1.0771
C 2.2917 -0.7718 0.0381
O 2.9009 -1.7952 -0.0095
H -1.4509 0.3845 -1.8296
C 0.5196 0.7946 0.4405
C 1.8461 1.4836 0.2967
H -1.5205 -1.5457 1.8376
O -1.8711 -0.7241 1.3089
H 0.4250 0.4490 1.5021
C -0.2329 -1.6018 -0.1996
C -1.6618 0.3772 -0.7343
C -1.6063 -0.9785 -0.0329
H 0.8697 -0.2216 -1.4300
H -2.3909 -1.6495 -0.4739
*
```

Calculated values
Energy above the lowest of the compared OMol25 structures with the same formula, charge and spin ... 24.71 kJ/mol
Structure (SMILES) ... O=C1OC[C@H]2CC[C@H](O)C[C@H]12
LUMO ... 0.72 eV

These are the natural (NBO) partial charges, in e, on atoms 1 to 5: -0.49, 0.17, 0.22, -0.41, 0.20

(3)
Here is a cluster of 2 separate species, C4H12N3 in total in a non-equilibrium geometry from the Open Molecules 2025 dataset. Energies are from ωB97M-V/def2-TZVPD.

```
! wB97M-V def2-TZVPD RIJCOSX def2/J DEFGRID3
* xyz 1 1
H 1.4851 2.0957 -0.5408
H -1.6406 0.4891 -1.0094
H 0.4213 0.7799 0.1041
H 0.0804 -1.6060 1.0924
H -3.8022 0.0498 -0.4240
H 4.3008 0.0648 -0.4260
H -3.4361 -1.1143 -1.4434
H -2.0689 0.5065 1.5321
H -0.2800 -0.6770 2.6768
C 2.3204 0.3248 -0.2551
C -1.4352 -0.1825 0.9897
H 3.7522 1.4436 -1.2608
C -1.8248 -0.4424 -0.4378
H 2.2319 -0.6567 0.1918
N 1.3013 1.1316 -0.3062
H -1.2425 -1.2410 -0.8955
N 3.5225 0.6361 -0.7066
N -3.2556 -0.7994 -0.4946
C -0.4298 -0.8026 1.6132
*
```

Calculated values
Energy above the lowest of the compared OMol25 structures with the same formula, charge and spin ... 177.01 kJ/mol
LUMO ... -3.70 eV

These are the natural (NBO) partial charges, in e, on atoms 1 to 5: 0.43, 0.17, 0.46, 0.19, 0.36

(4)
Here is a cluster of 2 separate species, C9H17N2 in total in a non-equilibrium geometry from the Open Molecules 2025 dataset. Energies are from ωB97M-V/def2-TZVPD.

```
! wB97M-V def2-TZVPD RIJCOSX def2/J DEFGRID3
* xyz 1 1
N -0.2299 -0.0819 2.4121
C -1.0261 0.5504 3.3589
C -1.4489 1.3502 1.3236
H 2.2099 0.6368 -1.2098
C -0.4332 0.4617 1.2279
H 0.6958 1.4071 -0.4717
C 1.1562 0.9184 -1.3994
N 0.4026 -0.2309 -1.8244
H 1.6841 -0.4155 2.9419
H -0.1607 -0.4927 -3.8220
H 1.0765 1.5768 -2.2058
H 1.4589 0.1103 -3.7112
C -1.0097 -0.1196 -1.6217
H -1.0779 0.0653 -0.4548
H -1.6929 -0.8706 -1.9891
H -2.4370 2.2119 2.9728
C 0.7637 -1.4822 -1.0864
H -1.4089 0.8039 -2.0436
H 1.7648 -1.5212 -0.5947
H 1.2651 -1.5879 -3.5052
H -0.1257 -1.8224 -0.4136
C 0.7717 -1.0278 2.6773
H 0.5384 -1.8772 3.3847
H -0.8930 0.1712 4.3608
H -1.8498 1.9103 0.5828
H 1.0294 -1.5477 1.7773
C -1.7834 1.5053 2.6411
C 0.7602 -0.6022 -3.3080
*
```

Calculated values
Energy above the lowest of the compared OMol25 structures with the same formula, charge and spin ... 786.34 kJ/mol
LUMO (spin up / spin down) ... -4.76 / -4.93 eV

These are the natural (NBO) partial charges, in e, on atoms 1 to 5: -0.42, -0.01, -0.38, 0.24, 0.17

(5)
Here is a structure of composition C2H5O2V in a non-equilibrium geometry from the Open Molecules 2025 dataset. Energies are from ωB97M-V/def2-TZVPD.

```
! wB97M-V def2-TZVPD RIJCOSX def2/J DEFGRID3
* xyz 0 5
H -0.8456 -0.2613 4.1298
O 1.2084 0.4490 1.6250
C 0.7917 0.5117 2.9998
H 0.4865 1.5458 3.2260
O -1.3192 -0.2037 2.1142
C -0.4020 -0.4284 3.1283
H 1.8411 1.1470 1.4314
V -0.5617 0.1673 0.4668
H -0.0209 -1.4718 3.1279
H 1.6220 0.2081 3.6522
*
```

Calculated values
Energy above the lowest of the compared OMol25 structures with the same formula, charge and spin ... 0.00 kJ/mol
LUMO (spin up / spin down) ... 0.45 / 0.30 eV
<S²> ... 6.006

These are the natural (NBO) partial charges, in e, on atoms 1 to 5: 0.17, -0.77, -0.10, 0.17, -0.91

(6)
Here is the ion CH3N2O2S with charge -1 in a non-equilibrium geometry from the Open Molecules 2025 dataset. Energies are from ωB97M-V/def2-TZVPD.

```
! wB97M-V def2-TZVPD RIJCOSX def2/J DEFGRID3
* xyz -1 1
H -1.7265 -0.7353 0.3079
N -1.8290 0.8741 -0.8182
C -0.0383 -0.2099 0.4941
H -1.0156 1.4204 -1.0970
O 2.3724 0.8629 0.8034
N -1.2094 0.0082 -0.0805
S 1.5675 0.1986 -0.2602
O 1.9542 -1.2271 -0.4668
H -0.0753 -1.1920 1.1172
*
```

Calculated values
Energy above the lowest of the compared OMol25 structures with the same formula, charge and spin ... 310.73 kJ/mol
Structure (SMILES) ... [NH-]NC=S(=O)=O
LUMO ... 4.09 eV

These are the natural (NBO) partial charges, in e, on atoms 1 to 5: 0.36, -0.64, -0.34, 0.29, -1.05

(7)
Here is an isolated molecule of C11H16ClN3O6S in a non-equilibrium geometry from the Open Molecules 2025 dataset. Energies are from ωB97M-V/def2-TZVPD.

```
! wB97M-V def2-TZVPD RIJCOSX def2/J DEFGRID3
* xyz 0 1
O 0.3847 -3.1165 -4.7474
N 0.4605 -0.0407 -2.2980
C -0.4189 -0.3668 0.4348
H -0.2479 -0.9745 4.9311
O -0.5870 1.6655 4.0334
H 3.7106 0.4736 -2.9528
H -1.5009 -1.9369 -0.4955
H 3.9010 2.2450 -3.0476
C -0.2656 -1.1914 -1.8982
H 0.6740 -0.3970 0.4684
C -0.6214 1.8338 1.7661
N -0.9545 -1.1195 -0.6991
H 0.6145 -0.3791 2.8050
C -0.4771 -0.4557 2.8273
H -1.8576 -1.2460 4.2502
H -0.1826 1.2833 -1.3286
N 0.9194 -1.0201 -4.3647
H -1.1692 3.5419 0.9453
O -0.4178 -2.6424 3.6830
H 2.7509 1.4857 -1.8590
C -0.3429 -2.2924 -2.6455
H -2.1236 0.9699 2.9153
H 1.3024 -0.9674 -5.2900
C 0.9491 0.0363 -3.4813
S 1.7662 1.5237 -4.0351
C 3.1654 1.4163 -2.8560
C -0.7936 -1.2960 4.0498
H -0.7618 -2.8486 2.7896
C -1.0540 0.9868 2.9187
Cl -1.2793 -3.7048 -2.1248
H -1.9942 1.0856 0.3049
C -0.9146 1.0986 0.4330
O -0.9631 -1.0436 1.5881
O -1.3116 3.1063 1.8235
H -0.7223 2.6238 3.8977
O -0.4182 1.9171 -0.6131
C 0.3235 -2.2148 -3.9606
H 0.4577 1.9607 1.8320
*
```

Calculated values
Energy above the lowest of the compared OMol25 structures with the same formula, charge and spin ... 19.68 kJ/mol
Structure (SMILES) ... CSc1nc(N[C@@H]2O[C@H](CO)[C@@H](O)[C@H](O)[C@H]2O)c(Cl)c(=O)[nH]1
LUMO ... -0.10 eV

These are the natural (NBO) partial charges, in e, on atoms 1 to 5: -0.59, -0.58, 0.25, 0.21, -0.72

(8)
Here is a cluster of 6 separate species, C24H42F6O16 in total in a non-equilibrium geometry from the Open Molecules 2025 dataset. Energies are from ωB97M-V/def2-TZVPD.

```
! wB97M-V def2-TZVPD RIJCOSX def2/J DEFGRID3
* xyz 1 2
H 3.0074 -5.8842 -7.4047
H 1.0271 -2.7134 -1.4875
C -3.4293 0.8297 1.4162
H -1.1930 -0.0480 -0.8513
H 2.2591 -3.8780 -0.9818
O -1.7102 2.1283 2.1398
C 2.3640 -7.6046 -6.2859
C 0.3959 1.2457 -0.9050
C 1.2154 -3.5868 -0.8632
F -0.6484 -2.5917 3.3834
H -3.6885 2.5185 -1.9059
H 0.5491 -5.6403 -0.7337
C 2.9704 -6.2755 -6.3881
H 0.4885 -4.9842 -2.3634
O 1.2668 -3.2238 0.5555
H 3.8698 4.3549 8.5099
C 1.4758 -4.5514 -5.7072
C 0.3249 -2.1379 2.6308
F 0.4107 -0.7136 2.6633
H 4.5705 3.4205 3.4199
F 3.9120 -0.2897 1.7004
O -0.5937 2.3018 4.0574
H -2.8783 0.5700 0.5123
O 2.4619 -5.3839 -5.4159
H 1.4173 -7.6194 -6.8260
C 3.6855 -0.0998 0.3463
H -0.1327 -0.3044 -2.2700
H 4.6529 5.6809 7.6874
O 1.4904 0.3977 -0.5248
C 0.4180 -2.6185 -4.8789
O 0.8016 -4.6050 -6.7261
O 0.1756 3.2112 2.1461
H -4.4484 2.6507 -3.5094
H -9.4386 0.1787 -1.3539
F 3.3376 -1.2551 -0.2173
H -0.7320 -4.5325 -1.1540
H -4.0449 -0.0588 1.5567
H 4.8985 1.3225 4.6656
C 5.7779 1.9545 4.5419
O 5.5457 3.8584 7.3881
H 0.7842 2.0674 -1.5067
H -9.3095 2.1742 -3.0010
C -9.1218 2.2409 -1.9294
H -4.1250 1.6116 1.1115
C 4.9593 3.3156 6.3973
O -0.8716 -2.2812 0.4948
H 2.2023 -8.0419 -5.3007
H -1.9276 0.2597 3.0786
F 4.8287 0.3064 -0.1947
H -3.0339 1.4003 3.5135
H 0.7272 -1.9833 -5.7090
H 1.7335 3.7627 3.5245
H 4.0194 -6.3629 -6.1051
F 1.4453 -2.6283 3.0744
C -4.5524 2.8964 -2.4526
C -6.8468 2.4473 -2.5081
C -0.6842 2.5557 2.8781
C -0.6169 0.4397 -1.6376
O -6.9538 2.8463 -3.6814
H -10.8893 1.0648 -1.7292
H 3.0290 -8.3199 -6.7698
O 3.7338 3.2701 6.0908
H 5.2379 2.2512 2.4216
H 6.6490 1.3282 4.3498
C 0.3254 -4.7443 -1.3127
H -1.2636 1.0366 -2.2807
H -0.0225 1.7314 -0.0234
C 5.4879 2.8441 3.3015
H 0.3666 -1.9642 -4.0087
C 0.1660 -2.5229 1.1246
H 1.9029 4.3859 1.9531
C -2.5263 1.0448 2.6168
C 1.1451 4.1867 2.7109
H 5.4052 4.9848 9.0988
O -7.7261 1.8923 -1.7056
H 6.3425 3.4528 3.0061
H -9.3266 3.2493 -1.5698
H -0.6193 -2.9042 -5.0532
O 2.7304 2.0755 0.4831
O 5.9697 2.6921 5.7320
O 1.3647 -3.6902 -4.6909
H -10.0172 1.3594 -0.1845
C 4.8420 4.7372 8.1990
C 2.5889 0.9246 0.1543
H -4.4336 3.9762 -2.3620
O -5.6796 2.3293 -1.8648
C -9.9144 1.1539 -1.2500
H 0.6428 5.1241 2.9495
*
```

Calculated values
LUMO (spin up / spin down) ... -2.62 / -10.10 eV
<S²> ... 0.774

These are the Löwdin partial charges, in e, on atoms 1 to 5: 0.14, 0.11, -0.01, 0.05, 0.13

Number 1: E_tot -10001.9613 eV. Number 2: E_tot -14632.9336 eV. Number 3: E_tot -8805.8997 eV. Number 4: E_tot -12575.0239 eV. Number 5: E_tot -31934.7334 eV. Number 6: E_tot -18994.0767 eV. Number 7: E_tot -51779.0966 eV. Number 8: E_tot -74622.6147 eV.